14
Properties=species:S:1:pos:R:3 method="wB97M-V/def2-TZVPD" de_lowest_ev=6.3078 orbital_gap_ev=7.3
C -1.4520 -0.9811 -0.3289
C -0.0474 -0.4875 0.2205
C 2.0834 -0.5039 0.0533
C 1.8392 0.8492 -0.1376
C 0.3265 0.8448 -0.1493
H -2.3118 0.6235 -0.4844
H -1.7290 -1.9396 0.0260
H -1.4890 -1.1215 -1.3572
H 2.9744 -0.9512 0.3073
H 2.6073 1.4931 -0.1258
H -0.8385 1.8037 1.4766
O -2.3914 -0.1907 0.3119
O 1.0483 -1.3047 0.2094
O -0.6199 1.8658 -0.0219

=====

14
Properties=species:S:1:pos:R:3 method="wB97M-V/def2-TZVPD" de_lowest_ev=3.6108 spin_multiplicity=3 orbital_gap_ev="7.9 / 9.3"
C -2.1614 -0.9055 -0.3845
C -0.5290 1.2412 -0.3017
C 2.4326 -0.3452 0.6948
C -1.1094 -0.0576 0.1273
C 1.2430 -0.2309 -0.0638
O -2.2612 -0.1352 0.8334
O 0.8358 0.9969 -0.7301
O 2.2220 -0.9432 -0.5653
H -2.7792 -0.5873 -1.1392
H -1.9921 -1.9944 -0.1250
H -1.2171 1.7775 -1.0318
H -0.3805 1.9363 0.5274
H 3.2021 0.4137 0.6584
H 2.4942 -1.1663 1.5001

=====

15
Properties=species:S:1:pos:R:3 method="wB97M-V/def2-TZVPD" de_lowest_ev=0.0000 charge=-1 spin_multiplicity=2 orbital_gap_ev="8.0 / 5.5"
O -1.2332 0.3105 3.4536
C -0.9270 1.0757 2.5395
H -0.0943 1.7950 2.6764
H -0.3483 -0.1813 -0.3173
C -1.5328 1.0293 1.2363
H -2.4685 0.4757 1.1332
H -1.4910 1.9321 0.6231
C 2.1630 0.5209 -1.4336
O 2.6238 1.3459 -2.2294
O 2.5077 0.2181 -0.2870
O 1.0341 -0.1657 -1.9768
C 0.2031 -0.8507 -1.1682
C -0.1021 -2.1317 -1.3942
H 0.4044 -2.7124 -2.1680
H -0.7390 -2.6615 -0.6874

=====

15
Properties=species:S:1:pos:R:3 method="wB97M-V/def2-TZVPD" de_lowest_ev=0.8819 orbital_gap_ev=9.5
C 2.6040 0.1072 0.1953
C 1.1969 -0.2364 -0.2601
C 0.1808 0.8324 -0.1775
C -1.1510 0.6414 -0.1287
C -1.8877 -0.6916 -0.0640
H 2.8934 0.9884 -0.3649
H 2.5363 0.4687 1.2326
H 3.3245 -0.6461 -0.0811
H 0.4792 1.8511 -0.1247
H -2.8963 1.2078 -0.1778
H -1.8715 -2.3783 0.5990
O 0.9161 -1.3346 -0.6843
O -2.0460 1.6455 -0.0365
O -1.1878 -1.7277 0.3776
O -3.0909 -0.7279 -0.3049

=====

15
Properties=species:S:1:pos:R:3 method="wB97M-V/def2-TZVPD" de_lowest_ev=5.5702 orbital_gap_ev=10.0
C 0.2936 1.1272 -1.5751
C 0.2065 0.8209 -0.1354
C 1.2503 -0.2069 1.0339
C -0.2826 -0.3862 0.6790
C -0.6419 -1.5714 -0.0816
H 1.2200 0.4495 -2.0030
H 0.4994 2.2897 -1.6448
H -0.5894 0.8139 -2.2816
H -0.6248 1.5631 0.1720
H -1.4725 -0.9564 2.3827
H -0.3994 -1.8894 -1.2047
O 1.5074 1.0038 0.4639
O 1.6850 -0.9662 1.9159
O -1.0068 0.1066 1.8747
O -1.6447 -2.1983 0.4041

=====

16
Properties=species:S:1:pos:R:3 method="wB97M-V/def2-TZVPD" spin_multiplicity=3 orbital_gap_ev="8.8 / 6.7"
O -2.7142 0.0728 -0.9873
C -3.1654 -1.2086 -0.3453
O -2.2521 -1.6027 0.3995
O 1.3361 -1.7011 0.9820
C 1.9926 -0.4920 0.7862
C 1.5860 0.1475 -0.5408
O 0.1501 0.0740 -0.6626
C -0.6608 1.0490 -0.1507
C -1.9747 1.0484 -0.3747
Pd -0.3251 -1.4883 0.1904
H 3.0924 -0.6125 0.7592
H 1.7803 0.2240 1.6066
H 1.9586 -0.4485 -1.3841
H 1.9153 1.1897 -0.6450
H -0.1739 1.8161 0.4522
H -2.5450 1.9320 -0.0856

=====

What did the sixth record say?
16
Properties=species:S:1:pos:R:3 method="wB97M-V/def2-TZVPD" spin_multiplicity=3 orbital_gap_ev="8.8 / 6.7"
O -2.7142 0.0728 -0.9873
C -3.1654 -1.2086 -0.3453
O -2.2521 -1.6027 0.3995
O 1.3361 -1.7011 0.9820
C 1.9926 -0.4920 0.7862
C 1.5860 0.1475 -0.5408
O 0.1501 0.0740 -0.6626
C -0.6608 1.0490 -0.1507
C -1.9747 1.0484 -0.3747
Pd -0.3251 -1.4883 0.1904
H 3.0924 -0.6125 0.7592
H 1.7803 0.2240 1.6066
H 1.9586 -0.4485 -1.3841
H 1.9153 1.1897 -0.6450
H -0.1739 1.8161 0.4522
H -2.5450 1.9320 -0.0856